No. 1
{
  "formula": "C4H9NS2",
  "method": "ωB97M-V with the def2-TZVPD basis set",
  "symbols": ["C", "C", "C", "N", "H", "H", "H", "H", "H", "C", "S", "S", "H", "H", "H", "H"],
  "coordinates": [[-0.87616, -0.52292, 0.95301], [-1.55960, 0.51307, 0.47965], [-2.36504, -2.03620, 1.77203], [-1.36797, -1.83929, 1.02304], [0.14432, -0.41425, 1.29968], [-2.49363, 0.39261, -0.05296], [-1.13453, 1.50342, 0.56511], [-2.77857, -3.03890, 1.83702], [-2.82157, -1.23153, 2.35427], [1.60383, 1.07382, -2.23335], [2.06293, -0.19324, -1.04156], [2.90274, 0.91083, 0.46875], [0.88102, 1.76370, -1.80325], [1.16053, 0.54715, -3.07897], [2.46529, 1.63980, -2.58005], [4.17641, 0.93195, 0.03758]],
  "homo_ev": -8.92,
  "energy_ha": -1008.87681,
  "mol_weight_g_mol": 135.26,
  "smiles": "C=CN=C.CSS",
  "lumo_ev": 0.62
}

***

No. 2
{
  "formula": "CHF3LuO",
  "method": "ωB97M-V with the def2-TZVPD basis set",
  "symbols": ["O", "Lu", "H", "C", "F", "F", "F"],
  "coordinates": [[0.94589, 1.69801, -0.17987], [1.97590, 3.48027, -0.23878], [0.06787, 0.18442, -0.06939], [-0.56963, -1.00723, 0.07287], [-1.58454, -1.17394, -0.77777], [0.24656, -2.04672, -0.10633], [-1.08206, -1.13481, 1.29926]],
  "homo_ev": [-20.63, -20.36],
  "s2": 0.7608,
  "energy_ha": -1648.14462,
  "mol_weight_g_mol": 260.98,
  "lumo_ev": [-12.48, -13.64],
  "spin_multiplicity": 2,
  "charge": 2
}

***

No. 3
{
  "formula": "C35H29FN6O2ReS2",
  "method": "ωB97M-V with the def2-TZVPD basis set",
  "symbols": ["Re", "S", "C", "S", "C", "C", "N", "C", "N", "O", "C", "C", "C", "C", "N", "C", "C", "C", "C", "C", "C", "O", "C", "C", "N", "H", "H", "H", "H", "H", "H", "H", "H", "H", "H", "H", "H", "C", "N", "C", "C", "C", "C", "C", "N", "C", "C", "C", "C", "C", "C", "H", "H", "H", "H", "H", "H", "H", "H", "H", "H", "H", "F", "C", "C", "C", "C", "C", "C", "C", "H", "H", "H", "H", "H", "H"],
  "coordinates": [[0.56763, 0.96578, 1.15934], [-1.55546, 2.06656, 1.84045], [-1.03590, 1.84310, 3.49751], [0.33550, 0.88891, 3.50825], [-1.52223, 2.39715, 4.66389], [-2.73649, 3.19778, 4.66597], [-3.65523, 3.87197, 4.62315], [-0.81346, 1.95251, 5.84756], [-0.09826, 1.54927, 6.68553], [1.39282, -1.56777, -5.18773], [2.25290, -0.48128, -4.77449], [1.91822, -0.09633, -3.38350], [2.42954, 1.08932, -2.84447], [1.97961, 1.42428, -1.58424], [1.20006, 0.58846, -0.85501], [0.75230, -0.56028, -1.36105], [1.12441, -0.93314, -2.65533], [-0.11339, -1.40303, -0.48175], [-0.71206, -2.62843, -0.84324], [-1.51922, -3.33529, -0.02636], [-2.21494, -4.59685, -0.50529], [-2.32416, -4.49304, -1.93968], [-1.71092, -2.80813, 1.26709], [-1.13613, -1.56632, 1.58070], [-0.40242, -0.84458, 0.73604], [1.91252, -2.17019, -5.71682], [2.10373, 0.29594, -5.47905], [3.30829, -0.74521, -4.77776], [3.12166, 1.76427, -3.37110], [2.23930, 2.34906, -1.08563], [0.79205, -1.83114, -3.08072], [-0.55082, -3.08478, -1.80386], [-3.18007, -4.68758, -0.04970], [-1.56396, -5.41195, -0.20697], [-2.42531, -5.33943, -2.32608], [-2.19010, -3.34364, 2.01651], [-1.31685, -1.10114, 2.53194], [-2.05371, 3.11604, -1.46465], [-0.69948, 2.98369, -0.83443], [-0.14206, 4.00986, -0.32842], [1.04046, 3.95738, 0.54354], [1.89316, 4.96547, 0.90677], [2.80649, 4.44892, 1.88025], [2.49178, 3.12290, 2.03804], [1.36626, 2.81737, 1.24559], [-2.80066, 1.79900, -1.35521], [-2.46743, 0.85924, -2.29671], [-2.97752, -0.45944, -2.22879], [-3.94183, -0.70701, -1.24742], [-4.40146, 0.30146, -0.37707], [-3.73891, 1.52365, -0.38143], [-1.96951, 3.40585, -2.56721], [-2.57825, 3.94022, -0.99490], [-0.57483, 5.02958, -0.48430], [1.85319, 6.00268, 0.59269], [3.65694, 4.99975, 2.30576], [2.86526, 2.35449, 2.68179], [-1.70953, 1.04569, -3.04530], [-2.57326, -1.25528, -2.84034], [-4.33600, -1.74554, -1.24839], [-5.26299, 0.10377, 0.29031], [-4.04856, 2.31076, 0.39730], [2.06865, -5.37703, 0.61840], [2.13874, -4.09836, 0.99081], [2.68474, -3.28882, 0.04111], [2.89328, -1.93800, 0.31339], [2.42021, -1.39950, 1.47750], [2.49533, 0.07960, 1.70452], [1.87895, -2.24599, 2.38389], [1.72813, -3.59080, 2.15729], [3.09291, -3.71713, -0.86236], [3.39722, -1.31619, -0.45143], [3.34574, 0.54172, 1.13565], [2.75513, 0.26229, 2.79182], [1.44246, -1.83661, 3.31642], [1.30779, -4.22049, 2.91142]],
  "homo_ev": [-7.45, -7.70],
  "s2": 3.7803,
  "energy_ha": -2804.62610,
  "mol_weight_g_mol": 835.00,
  "lumo_ev": [-1.26, -1.73],
  "spin_multiplicity": 4
}

***

No. 4
{
  "formula": "C30H26Cl2F5N2O2S2SeSiTi",
  "method": "ωB97M-V with the def2-TZVPD basis set",
  "symbols": ["Ti", "S", "C", "C", "C", "C", "N", "C", "C", "C", "S", "C", "N", "H", "H", "Cl", "C", "C", "C", "Cl", "C", "O", "C", "C", "O", "C", "H", "H", "H", "C", "Si", "C", "C", "C", "C", "C", "C", "C", "C", "H", "H", "H", "H", "H", "H", "H", "H", "H", "H", "H", "H", "H", "H", "H", "H", "H", "H", "H", "H", "H", "F", "C", "C", "F", "C", "F", "C", "Se", "C", "F", "C", "F"],
  "coordinates": [[-0.51287, 0.15616, 0.59362], [-2.75703, -0.10691, -0.17022], [-2.94670, 0.54974, 1.46511], [-3.79516, 1.62679, 1.67751], [-3.92239, 2.26609, 2.91865], [-4.78689, 3.37238, 3.03597], [-5.53745, 4.21287, 3.22614], [-3.14710, 1.84347, 3.99494], [-2.28709, 0.72527, 3.80614], [-2.19876, 0.02790, 2.52574], [-1.17351, -1.34566, 2.35629], [-3.31173, 2.34357, 5.30552], [-3.22174, 2.68846, 6.40744], [-4.48018, 1.81585, 0.84780], [-1.71350, 0.28432, 4.57397], [4.97026, 4.77300, 2.13865], [3.76611, 3.47150, 2.17514], [3.17514, 3.01335, 3.39585], [2.24474, 1.97011, 3.35804], [1.38446, 1.47985, 4.73674], [1.75997, 1.49599, 2.10523], [0.63075, 0.95369, 1.99856], [2.55478, 1.82365, 0.94854], [2.20747, 1.24832, -0.32015], [1.31422, 0.41155, -0.47886], [3.54493, 2.82127, 0.99648], [3.49057, 3.41801, 4.33187], [2.75243, 1.57469, -1.23183], [4.10552, 3.03658, 0.08115], [-1.23593, -3.56345, -0.21107], [0.04595, -2.21318, -0.46747], [0.27072, -1.90284, -2.32810], [1.64639, -1.38248, -2.78592], [-0.08022, -3.17927, -3.08478], [-0.80597, -0.94477, -2.80717], [1.69638, -2.86703, 0.44702], [1.52224, -2.87846, 1.99643], [3.03973, -2.21647, 0.16415], [1.88476, -4.36575, 0.05290], [-0.91502, -4.52727, -0.64583], [-2.10732, -3.21198, -0.78564], [-1.39869, -3.72002, 0.84276], [2.39843, -2.15304, -2.57148], [1.85556, -0.39547, -2.31709], [1.62892, -1.29467, -3.86298], [0.43356, -4.08170, -2.83694], [0.14712, -3.00198, -4.15647], [-1.12135, -3.48967, -2.93368], [-0.70430, 0.03585, -2.35559], [-1.79194, -1.41136, -2.79061], [-0.58578, -0.64794, -3.81172], [1.50102, -1.89366, 2.39761], [2.55147, -3.27088, 2.42910], [0.69730, -3.50601, 2.30387], [3.02748, -1.18324, 0.46673], [3.24060, -2.27243, -0.87718], [3.80946, -2.78460, 0.70232], [0.99606, -5.01445, 0.24005], [2.66617, -4.68968, 0.77092], [2.17147, -4.55344, -0.97615], [-2.17990, 2.04080, -5.69654], [-1.92776, 2.27451, -4.39684], [-0.56630, 2.32126, -4.09633], [0.36146, 2.01936, -5.03812], [-0.25334, 2.74670, -2.86200], [0.99444, 2.94305, -2.58037], [-1.19409, 2.87345, -1.80292], [-0.70052, 2.98966, 0.04075], [-2.51175, 2.72124, -2.13077], [-3.45677, 2.75844, -1.17435], [-2.92448, 2.49139, -3.46044], [-4.23448, 2.44962, -3.81011]],
  "homo_ev": -5.16,
  "energy_ha": -7175.38710,
  "mol_weight_g_mol": 831.49,
  "lumo_ev": 1.35,
  "charge": -1
}